Record 1
Entry from the Open Molecules 2025 dataset: a structure of composition C30H21N5O6Ta (the ωB97M-V functional and the def2-TZVPD basis).

The charge is +1. Its relative energy (zero: lowest compared OMol25 entry of this formula, charge and spin) is 7.0 kJ/mol. The total energy is -1937.9767 Ha. Its LUMO energy is -4.60 eV.

Each line ends with the natural charge from an NBO analysis.
Element x y z (Å)
Ta -0.7094 1.4208 0.9833  2.537
O -3.0843 -1.7513 1.5992  -0.482
O -0.1167 -0.5679 0.1525  -0.751
O -1.7706 0.0514 1.8111  -0.759
O 0.9591 0.9948 2.0001  -0.787
O 2.0407 -0.6120 3.8464  -0.653
O -1.1108 3.2326 1.3264  -0.713
N -2.3372 1.7860 -3.0319  -0.531
N 2.2247 1.6320 0.2119  -0.365
N -1.6600 1.4920 -0.7439  -0.846
N 1.0093 2.2747 -0.0048  -0.412
N -3.7843 1.1572 -4.9251  -0.301
C -2.0307 1.5870 -1.8842  0.800
C -2.1204 -1.1607 1.2556  0.797
C -2.8417 -1.9197 -3.7816  -0.186
C -0.4789 -2.9222 0.6118  -0.011
C -1.1153 4.2458 0.3990  0.408
C -2.1078 6.2512 -0.4204  -0.126
C 2.1280 0.9737 1.3258  0.569
C 5.4833 -0.6403 1.5363  -0.248
C 0.6659 -5.2944 1.4927  -0.185
C 4.4234 0.1270 1.1233  -0.136
C -3.1531 -1.8106 -1.3935  -0.216
C -1.4685 -1.8227 -3.6013  -0.220
C -3.1234 1.4283 -4.0223  0.416
C -0.4093 -5.3223 0.6153  -0.190
C 5.3648 -1.3893 2.7100  -0.136
C -0.9813 -4.1408 0.1709  -0.200
C -2.0855 5.2248 0.5091  -0.272
C -1.1563 6.3236 -1.4349  -0.218
C -1.1300 -1.6236 0.1688  0.110
C 1.0029 3.3989 -0.6327  0.207
C -0.1319 4.2946 -0.6113  -0.225
C 1.1628 -4.0792 1.9387  -0.183
C 0.5865 -2.8941 1.5074  -0.238
C -3.6775 -1.9114 -2.6770  -0.195
C 4.2064 -1.3580 3.4524  -0.266
C 3.2223 0.1696 1.8558  -0.217
C -0.1670 5.3680 -1.5140  -0.122
C -1.7794 -1.7022 -1.2098  -0.079
C -0.9429 -1.7153 -2.3240  -0.166
C 3.1251 -0.5759 3.0435  0.354
H 1.9928 -4.0466 2.6319  0.226
H 0.5956 5.4347 -2.2798  0.231
H -0.8050 -1.8362 -4.4558  0.230
H 1.1118 -6.2200 1.8307  0.229
H -2.8096 5.1663 1.3091  0.248
H 1.9287 3.7196 -1.1044  0.231
H -1.8141 -4.1724 -0.5186  0.231
H -3.2581 -1.9888 -4.7767  0.239
H -4.7490 -1.9846 -2.8087  0.234
H 1.3697 -0.0004 3.5157  0.502
H 6.3978 -0.6616 0.9613  0.231
H 6.1942 -1.9967 3.0480  0.229
H 4.1054 -1.9205 4.3705  0.239
H -3.8223 -1.8257 -0.5457  0.245
H 0.6960 -0.8576 -0.2824  0.541
H 4.4944 0.7132 0.2176  0.235
H 0.9646 -1.9568 1.8945  0.213
H -0.8035 -6.2686 0.2705  0.229
H -1.1829 7.1361 -2.1467  0.241
H 0.1352 -1.6663 -2.2157  0.195
H -2.8726 7.0130 -0.3505  0.239

***

Record 2
Entry from the Open Molecules 2025 dataset: a cluster of 2 separate species, C30H21O5S in total at a distorted geometry (the ωB97M-V functional and the def2-TZVPD basis).

The charge is -1. The total energy is -1930.1571 Ha. Its LUMO energy is 1.89 eV.

Each line ends with the natural charge from an NBO analysis.
Element x y z (Å)
S -2.0506 -0.5035 -1.9484  2.127
O -1.0958 -1.3603 1.8483  -0.523
O 2.6540 1.2514 3.2672  -0.529
O -1.1989 -1.5590 -2.4667  -0.976
O -2.6658 0.4564 -2.8652  -0.979
O -0.8762 2.7818 -0.6609  -0.649
C 1.1191 0.2866 0.6924  -0.028
C -3.5365 -1.2875 -1.2761  -0.197
C 1.1416 0.7201 -2.7317  -0.168
C 3.5989 2.8701 -0.6329  -0.197
C -1.1083 0.3902 -0.7354  -0.930
C -3.7184 -2.6766 -1.3272  -0.214
C 1.3758 -0.5128 4.2569  -0.140
C -5.0221 -3.1976 -1.3328  -0.229
C 3.5821 0.3201 0.4774  -0.219
C -0.2417 -2.2369 4.7973  -0.203
C 0.4109 -2.4148 6.0282  -0.205
C 2.0542 -0.7190 5.4474  -0.170
C 0.2350 2.2624 -4.8771  -0.250
C 1.3032 1.3652 -5.0679  -0.222
C -5.9305 -0.9818 -1.0869  -0.218
C 1.7898 0.3962 3.1560  0.552
C -0.6843 1.7052 -1.2408  0.523
C 4.7902 0.8930 0.0953  -0.223
C 4.8130 2.2096 -0.4033  -0.228
C 1.7965 0.6429 -3.9698  -0.217
C 0.9144 -0.0210 1.9906  -0.313
C -0.1373 -0.9523 2.4941  0.535
C 0.0446 1.5750 -2.5608  -0.156
C 1.5604 -1.6604 6.3534  -0.205
C 2.3487 0.9975 0.3150  0.007
C 0.2524 -1.2730 3.9076  -0.035
C -0.3619 2.3800 -3.6252  -0.103
C -4.6411 -0.4501 -1.0679  -0.200
C -6.1296 -2.3588 -1.1900  -0.221
C 2.3938 2.2960 -0.2276  -0.223
H -5.1675 -4.2646 -1.5017  0.205
H 2.6585 -0.0256 -4.1043  0.203
H 1.7776 1.2887 -6.0544  0.199
H -2.8479 -3.3310 -1.4006  0.239
H -6.7711 -0.2940 -1.0811  0.205
H 3.5760 3.8606 -1.0890  0.210
H 2.9602 -0.1410 5.6072  0.230
H -1.1049 -2.8445 4.5141  0.230
H 2.0663 -1.8159 7.3049  0.212
H -1.2178 3.0333 -3.4592  0.214
H 0.0461 -3.1541 6.7487  0.212
H -7.1412 -2.7742 -1.1697  0.204
H 1.4658 2.8675 -0.3119  0.251
H 5.7655 2.7091 -0.6019  0.203
H 3.5555 -0.6738 0.9317  0.205
H 1.4628 0.0795 -1.9054  0.215
H -1.4425 0.2530 0.2936  0.245
H 0.5163 -0.1938 -0.1176  0.303
H -0.1607 2.8375 -5.7184  0.199
H 5.7174 0.3282 0.2396  0.205
H -4.4941 0.6204 -0.9571  0.239

***

Record 3
Entry from the Open Molecules 2025 dataset: a structure of composition C30H22AuBrF5N2O4S (the ωB97M-V functional and the def2-TZVPD basis).

The charge is +1. The total energy is -5173.8271 Ha. The spin multiplicity is 3. Its expectation value of S² is 2.033. Its LUMO energy (spin up / spin down) is -3.00 / -6.17 eV.

Each line ends with the natural charge from an NBO analysis.
Element x y z (Å)
Au 0.5571 0.0488 -0.2285  1.102
Br -6.5529 -1.3997 1.2584  0.097
S 1.6027 -1.5074 -1.7558  0.239
F 6.4559 -2.7717 -1.9866  -0.258
F 4.5681 -2.3641 2.2906  -0.263
F 6.6888 -2.7930 0.6951  -0.241
F 2.1577 -1.8408 1.2049  -0.291
F 4.0494 -2.2414 -3.1077  -0.263
O -1.3972 -1.4811 0.2594  -0.539
O -1.2382 1.1651 0.1029  -0.842
O 2.5466 0.5086 0.1264  -0.757
O 3.9916 0.6428 1.7665  -0.591
N -4.4769 3.7106 0.7953  -0.489
N -2.3487 3.5478 0.4084  -0.503
C -1.8217 6.0284 0.3355  -0.236
C -3.8195 7.3605 0.7150  -0.188
C 0.3257 3.5650 2.1737  -0.273
C -4.8951 -0.5728 0.9122  -0.092
C 1.3326 2.8861 1.5022  0.125
C 1.9234 3.5237 0.2683  -0.667
C -0.1812 3.1177 3.3883  0.023
C -2.5542 -0.7911 0.4491  0.301
C 5.3966 -2.5343 -1.2352  0.260
C 4.4193 -2.3120 0.9789  0.317
C -2.3962 0.6243 0.3852  0.340
C -1.2803 3.8710 4.0804  -0.630
C -3.7673 -1.3780 0.6988  -0.298
C 1.8558 1.7176 2.0739  -0.248
C 2.8966 0.9269 1.3398  0.780
C -3.5536 1.4010 0.6217  -0.158
C -2.6294 4.9065 0.4672  0.169
C 1.9288 0.0260 3.9793  -0.650
C -4.6228 6.2436 0.8470  -0.206
C 5.5223 -2.5443 0.1542  0.380
C -3.9939 5.0140 0.7186  0.092
C -3.4642 2.8454 0.6031  0.477
C 0.3761 1.9778 3.9482  -0.223
C -4.7964 0.7901 0.8805  -0.226
C 1.3996 1.2728 3.3234  0.060
C 4.1685 -2.2706 -1.7943  0.389
C -1.4585 -2.9038 0.2230  -0.254
C -2.4444 7.2548 0.4644  -0.188
C 3.0371 -1.9694 -0.9937  -0.337
C 3.2052 -2.0299 0.4102  0.394
H 2.9979 -0.0893 3.8359  0.250
H -0.4513 -3.2402 -0.0049  0.205
H -1.7639 -3.2945 1.1948  0.197
H -1.5305 3.4171 5.0369  0.225
H 1.1456 3.9563 -0.3631  0.205
H -0.9876 4.9058 4.2620  0.231
H -5.6825 6.3279 1.0395  0.235
H -3.8699 -2.4515 0.7426  0.245
H -2.1476 -3.2380 -0.5538  0.195
H -1.8577 8.1573 0.3695  0.235
H -5.6824 1.3820 1.0577  0.215
H 2.5106 2.8396 -0.3381  0.239
H -0.0538 4.4898 1.7550  0.195
H -2.1849 3.8897 3.4690  0.207
H 2.5806 4.3420 0.5699  0.236
H -5.4329 3.4475 0.9629  0.440
H -4.2628 8.3416 0.8064  0.235
H 1.4371 -0.8585 3.5688  0.218
H -0.7625 5.9474 0.1386  0.235
H 1.7173 0.0535 5.0469  0.225
H 0.0118 1.6266 4.9062  0.213
H -1.4754 3.0442 0.2383  0.486